Computed, not measured: a gas-phase ion, C8H19N2OP2 (charge +1), with ωB97M-V with the def2-TZVPD basis set.

```
! RIJCOSX wB97M-V def2-TZVPD def2/J DEFGRID3
* xyz 1 1
C 1.91 0.05 -0.74
C -1.20 -0.24 0.49
C 3.33 -0.37 -1.05
C -2.51 -0.90 0.88
C -2.50 2.86 -0.07
C -1.40 2.99 1.00
C -1.43 1.73 1.89
C 0.93 -0.97 -0.87
N -0.67 0.74 1.13
N -0.43 -1.05 -0.30
O 1.67 1.19 -0.27
P 2.85 -4.26 -0.68
P 1.39 -2.60 -1.41
H 3.77 0.53 -1.38
H 3.97 -0.64 -0.24
H 3.26 -1.19 -1.82
H -3.27 -0.36 0.35
H -2.55 -1.82 0.44
H -2.71 -0.96 2.03
H -2.29 3.72 -0.89
H -2.48 1.88 -0.64
H -3.41 3.06 0.29
H -1.53 4.03 1.39
H -0.42 3.20 0.46
H -0.74 1.94 2.70
H -2.44 1.65 2.11
H 0.31 1.01 0.68
H -0.90 -1.93 -0.37
H 4.02 -3.71 -1.50
H 3.41 -3.74 0.56
H 0.17 -3.40 -1.39
H 1.91 -2.42 -2.74
*
```

Output
**Orbital gap**: 0.285 Eh
**Relative energy (zero: lowest compared OMol25 entry of this formula, charge and spin)**: 0.895 eV



Computed, not measured: 2 unconnected molecules or ions with the total composition C8H19NO, with ωB97M-V with the def2-TZVPD basis set.

```
! RIJCOSX wB97M-V def2-TZVPD def2/J DEFGRID3
* xyz 0 1
C 0.25 -0.84 -0.73
C 0.51 0.92 -0.64
C 0.17 -1.40 0.59
C -1.10 -0.15 2.05
C 1.38 -1.47 -1.55
C 0.75 1.35 -2.10
C 1.73 1.23 0.23
C -2.57 -0.52 1.92
N -0.71 1.40 -0.16
O -0.97 -0.98 -1.43
H -1.51 -0.20 -1.17
H -0.57 2.17 0.48
H -0.85 0.47 0.94
H 1.09 -1.49 1.17
H -0.62 -2.11 0.79
H -0.59 -0.85 2.71
H -0.97 0.80 2.57
H 2.35 -1.29 -1.11
H 1.22 -2.55 -1.60
H 1.36 -1.09 -2.57
H 0.72 2.44 -2.12
H -0.04 0.98 -2.75
H 1.72 1.02 -2.48
H 1.56 0.96 1.27
H 1.92 2.31 0.19
H 2.64 0.73 -0.12
H -3.10 0.20 1.29
H -3.06 -0.56 2.89
H -2.70 -1.50 1.45
*
```

Output
**Orbital gap (spin up / spin down)**: 0.282 / 0.282 Eh
**Relative energy (zero: lowest compared OMol25 entry of this formula, charge and spin)**: 5.301 eV



Computed, not measured: a molecular structure, C8H19NO, with ωB97M-V with the def2-TZVPD basis set.

```
! RIJCOSX wB97M-V def2-TZVPD def2/J DEFGRID3
* xyz 0 1
C -0.64 0.18 -1.15
C 1.68 -0.47 3.10
C 2.72 -0.73 1.49
C -1.69 0.64 -2.19
C 0.48 -0.61 -1.84
C -1.30 -0.70 -0.09
C -0.04 1.43 -0.50
C 0.50 0.38 3.41
N -2.32 -0.48 -2.89
O 1.60 -1.30 2.04
H 2.53 -0.55 3.77
H -3.13 -0.17 -3.41
H -1.68 -0.90 -3.56
H 3.53 -1.40 1.26
H 2.70 0.29 1.14
H -1.21 1.35 -2.87
H -2.48 1.18 -1.66
H 0.44 2.07 -1.23
H 1.26 -0.87 -1.12
H 0.11 -1.54 -2.27
H 0.94 -0.02 -2.64
H -1.81 -1.54 -0.55
H -0.56 -1.08 0.62
H -2.05 -0.13 0.48
H 0.70 1.15 0.25
H -0.82 2.02 0.00
H -0.40 -0.06 2.97
H 0.59 1.38 2.98
H 0.34 0.47 4.48
*
```

Output
**Orbital gap**: 0.319 Eh
**Relative energy (zero: lowest compared OMol25 entry of this formula, charge and spin)**: 4.281 eV



Computed, not measured: 2 unconnected molecules or ions with the total composition C8H19NO, with ωB97M-V with the def2-TZVPD basis set.

```
! RIJCOSX wB97M-V def2-TZVPD def2/J DEFGRID3
* xyz 0 1
C -1.41 2.97 1.20
C 0.01 2.43 1.66
C -2.20 1.80 0.67
H -1.99 3.23 2.12
H -1.25 3.79 0.46
H 0.74 3.31 1.81
H -1.56 0.99 0.25
H 0.20 1.59 1.02
H -0.27 1.95 2.62
H -2.64 1.16 1.45
H -2.94 2.32 0.03
C 1.11 -1.97 0.65
C 1.03 -1.08 1.85
C -0.31 -2.78 -1.20
C 1.42 0.79 -1.32
C 0.43 -0.44 -1.37
O -0.15 -0.57 -2.42
N 0.10 -1.54 -0.41
H 2.13 -2.00 0.22
H 0.83 -3.06 0.83
H 1.78 -0.23 1.56
H 1.48 -1.33 2.81
H 0.00 -3.60 -0.64
H 1.77 0.47 -0.34
H -0.04 -0.63 1.51
H -1.41 -2.63 -1.20
H -0.19 -2.87 -2.26
H 2.09 0.58 -2.18
H 1.10 1.82 -1.21
*
```

Output
**Orbital gap**: 0.371 Eh
**Relative energy (zero: lowest compared OMol25 entry of this formula, charge and spin)**: 4.619 eV



Computed, not measured: C8H19NO3S in the gas phase, with ωB97M-V with the def2-TZVPD basis set.

```
! RIJCOSX wB97M-V def2-TZVPD def2/J DEFGRID3
* xyz 0 1
C -1.89 -1.11 0.59
C -1.90 1.51 0.77
C 0.81 -1.10 -1.70
C 0.96 1.37 -1.98
C 1.48 -1.31 1.65
C -1.12 0.17 0.92
C 0.19 0.30 -1.21
C 1.50 0.05 1.00
N 0.15 0.46 0.19
O 3.15 1.18 2.58
O 1.42 2.51 1.46
O 0.80 1.20 3.38
S 1.75 1.22 2.33
H -1.85 -1.24 -0.47
H -1.39 -1.86 1.13
H -2.90 -1.11 0.78
H -1.65 2.25 1.62
H -2.89 1.25 1.01
H -1.87 1.89 -0.22
H 0.14 -1.44 -2.62
H 1.87 -0.95 -1.90
H 0.76 -1.91 -0.84
H 1.80 1.56 -1.31
H 0.50 2.28 -2.06
H 1.13 0.95 -3.02
H 2.11 -2.12 1.14
H 1.91 -1.28 2.65
H 0.45 -1.82 1.76
H -0.81 0.14 1.86
H -0.76 0.49 -1.59
H 2.23 0.29 0.16
H 1.23 2.39 0.55
*
```

Output
**Orbital gap**: 0.347 Eh
**Relative energy (zero: lowest compared OMol25 entry of this formula, charge and spin)**: 1.246 eV



Computed, not measured: 2 unconnected molecules or ions with the total composition C8H19O4, with ωB97M-V with the def2-TZVPD basis set.

```
! RIJCOSX wB97M-V def2-TZVPD def2/J DEFGRID3
* xyz 0 2
C 0.33 -0.04 2.05
O 1.11 0.99 2.62
H 0.82 -1.01 2.19
H -0.63 -0.05 2.58
H 0.14 0.11 0.98
C 2.38 1.12 2.08
O 2.36 1.60 0.79
H 2.91 0.14 2.08
H 2.92 1.83 2.72
C 2.94 0.51 -0.42
C 2.70 1.12 -1.79
O 1.54 0.66 -2.45
C 0.35 1.29 -2.04
H 2.17 -0.25 -0.22
H 4.00 0.73 -0.18
H 2.72 2.22 -1.74
H 3.54 0.86 -2.45
H 0.42 2.39 -2.19
H 0.12 1.12 -0.98
H -0.46 0.89 -2.66
C 1.83 -3.34 0.83
O 2.96 -2.61 0.46
C 3.16 -2.57 -0.94
C 4.17 -1.53 -1.27
H 1.74 -3.28 1.92
H 0.92 -2.91 0.39
H 1.91 -4.40 0.51
H 2.21 -2.31 -1.46
H 3.47 -3.58 -1.28
H 4.37 -1.40 -2.34
H 5.01 -1.39 -0.58
*
```

Output
**Orbital gap (spin up / spin down)**: 0.342 / 0.345 Eh
**Expectation value of S²**: 0.755
**Relative energy (zero: lowest compared OMol25 entry of this formula, charge and spin)**: 1.408 eV



Computed, not measured: C8H19PSi in the gas phase, with ωB97M-V with the def2-TZVPD basis set.

```
! RIJCOSX wB97M-V def2-TZVPD def2/J DEFGRID3
* xyz 0 1
C -0.40 0.45 0.31
C -1.07 -1.95 -0.21
C -2.58 -0.33 0.95
C -2.04 -0.06 -1.44
C 2.01 -0.40 -1.49
C 2.07 2.25 -0.04
C 1.93 -0.54 1.68
C -1.45 -0.45 -0.09
Si 1.46 0.45 0.08
P -1.28 2.35 0.96
H -0.09 -2.23 -0.67
H -0.98 -2.45 0.74
H -1.86 -2.45 -0.72
H -3.45 -1.00 0.60
H -2.25 -0.76 1.86
H -2.80 0.69 1.09
H -2.30 0.98 -1.60
H -2.96 -0.60 -1.54
H -1.31 -0.45 -2.14
H 1.23 -0.53 -2.35
H 3.01 0.12 -1.94
H 2.25 -1.38 -1.20
H 1.29 3.05 -0.09
H 2.78 2.38 0.84
H 2.60 2.39 -0.98
H 2.15 0.30 2.40
H 1.20 -1.32 1.91
H 2.97 -1.01 1.46
H -0.10 2.49 1.61
*
```

Output
**Orbital gap (spin up / spin down)**: 0.258 / 0.304 Eh
**Relative energy (zero: lowest compared OMol25 entry of this formula, charge and spin)**: 2.246 eV



Computed, not measured: a molecular structure, C8H20Ba2O9, with ωB97M-V with the def2-TZVPD basis set.

```
! RIJCOSX wB97M-V def2-TZVPD def2/J DEFGRID3
* xyz 2 1
Ba -19.68 8.77 -7.87
Ba -16.27 11.53 -8.30
O -19.24 12.42 -5.06
C -19.47 11.41 -5.83
O -18.56 11.05 -6.64
O -20.58 10.81 -5.87
H -18.41 12.68 -5.47
O -15.25 13.62 -4.26
C -15.69 12.87 -5.27
O -15.56 11.63 -5.26
O -16.19 13.43 -6.25
H -15.02 12.87 -3.70
C -18.67 15.34 -2.77
C -19.94 14.56 -2.51
O -20.64 14.29 -3.69
H -17.81 14.76 -3.12
H -18.36 15.80 -1.83
H -18.82 16.22 -3.39
H -20.65 15.05 -1.84
H -19.66 13.63 -2.01
H -20.33 13.46 -4.06
C -24.29 9.10 -8.78
C -23.17 9.94 -8.09
O -22.02 9.84 -8.85
H -24.62 9.57 -9.71
H -25.13 8.88 -8.12
H -23.97 8.09 -9.07
H -23.10 9.69 -7.03
H -23.50 10.98 -8.09
H -22.19 10.28 -9.68
C -22.10 11.02 -2.65
C -22.97 11.50 -3.81
O -23.10 10.47 -4.78
H -21.11 10.68 -2.95
H -22.62 10.30 -2.01
H -21.99 11.86 -1.97
H -22.43 12.38 -4.15
H -23.93 11.85 -3.41
H -22.30 10.50 -5.31
*
```

Output
**Orbital gap**: 0.157 Eh



Computed, not measured: a molecular structure, C8H20BrClNO2P2PtS, with ωB97M-V with the def2-TZVPD basis set.

```
! RIJCOSX wB97M-V def2-TZVPD def2/J DEFGRID3
* xyz 1 1
C -0.66 1.82 -2.06
C -1.08 0.34 -1.92
C -0.03 -0.60 -1.28
C 1.34 -0.32 -1.92
P -0.03 -0.83 0.63
N 1.10 -2.18 0.53
Cl -0.13 -1.32 2.79
C -1.26 0.71 0.98
O -1.46 0.84 2.35
C -1.24 2.17 2.83
C 1.43 0.42 0.98
C 2.81 -0.20 1.09
O 3.58 -0.19 0.26
Br 3.36 -1.00 2.79
P -1.89 -2.20 0.39
S -1.40 -3.94 -0.28
H 0.08 2.12 -1.31
H -1.53 2.46 -2.04
H -0.18 1.96 -3.02
H -1.13 0.00 -2.96
H -2.09 0.22 -1.56
H -0.28 -1.59 -1.69
H 2.03 -1.13 -1.69
H 1.14 -0.38 -3.04
H 1.74 0.67 -1.72
H 0.91 -2.90 1.21
H 1.16 -2.56 -0.42
H -0.82 1.64 0.65
H -2.26 0.52 0.59
H -1.61 2.19 3.85
H -0.17 2.39 2.91
H -1.71 2.94 2.22
H 1.21 0.78 1.99
H 1.40 1.30 0.35
H -2.89 -1.56 -0.38
H -2.43 -2.32 1.69
Pt 2.99 -0.27 -3.83
*
```

Output
**Orbital gap**: 0.102 Eh
**Relative energy (zero: lowest compared OMol25 entry of this formula, charge and spin)**: 0.000 eV



Computed, not measured: a molecular structure, C8H20ClNO, with ωB97M-V with the def2-TZVPD basis set.

```
! RIJCOSX wB97M-V def2-TZVPD def2/J DEFGRID3
* xyz 0 1
Cl 19.74 12.35 -1.12
C 14.58 13.24 -3.55
C 15.32 14.57 -3.31
N 16.72 14.56 -2.66
C 16.64 13.53 -1.40
C 17.63 13.96 -3.75
C 19.10 13.85 -3.25
C 17.09 15.97 -2.14
C 17.61 16.97 -3.30
O 16.46 17.21 -4.07
C 16.65 18.25 -5.16
H 15.10 12.67 -4.32
H 13.56 13.45 -3.87
H 14.48 12.59 -2.68
H 14.70 15.02 -2.54
H 15.35 15.30 -4.13
H 16.60 12.57 -1.91
H 15.83 13.82 -0.73
H 17.48 13.61 -0.71
H 17.62 14.64 -4.60
H 17.40 12.93 -4.04
H 19.81 13.63 -4.04
H 19.26 13.00 -2.58
H 19.42 14.77 -2.76
H 17.93 15.93 -1.44
H 16.21 16.39 -1.65
H 18.42 16.65 -3.95
H 17.88 17.90 -2.79
H 15.74 18.34 -5.75
H 17.41 17.96 -5.88
H 16.86 19.24 -4.73
*
```

Output
**Orbital gap**: 0.249 Eh
**Relative energy (zero: lowest compared OMol25 entry of this formula, charge and spin)**: 1.672 eV



Computed, not measured: a molecular structure, C8H20CoIN4O, with ωB97M-V with the def2-TZVPD basis set.

```
! RIJCOSX wB97M-V def2-TZVPD def2/J DEFGRID3
* xyz 2 5
Co 0.25 -0.14 0.39
C 2.63 0.17 -0.41
C 1.72 0.86 -1.46
N 0.98 1.65 -0.34
C -0.73 0.79 -1.69
C -0.89 -0.83 -1.76
N -0.70 -1.98 0.29
C 0.14 -2.57 -0.36
C 1.62 -2.11 -0.56
N 1.90 -0.94 0.15
H 2.85 0.95 0.36
H 3.59 -0.18 -0.83
H 1.62 0.16 -2.34
H 2.19 1.77 -1.88
H 0.33 2.14 -0.50
H -0.74 1.24 -2.73
H -1.69 1.12 -1.21
H -0.10 -1.17 -2.48
H -1.85 -1.10 -2.30
H -1.71 -1.54 0.00
H -0.17 -3.37 -1.05
H 0.05 -2.94 0.68
H 1.78 -1.89 -1.63
H 2.31 -2.94 -0.31
H 2.30 -1.18 1.21
N -0.77 1.45 2.65
C -1.65 1.31 1.62
O -1.36 0.64 0.63
C -2.98 2.02 1.79
I -4.30 0.74 2.83
H 0.08 0.90 2.59
H -1.07 1.74 3.57
H -3.36 2.29 0.80
H -2.82 2.96 2.33
H 0.55 -0.01 1.95
*
```

Output
**Orbital gap (spin up / spin down)**: 0.268 / 0.187 Eh
**Expectation value of S²**: 6.092



Computed, not measured: a molecular structure, C8H20FN2O6PS, with ωB97M-V with the def2-TZVPD basis set.

```
! RIJCOSX wB97M-V def2-TZVPD def2/J DEFGRID3
* xyz 0 1
O -1.44 1.41 -1.78
P -1.94 1.61 -3.22
O -3.38 0.72 -3.37
S -4.56 1.57 -4.26
O -4.72 2.86 -3.52
O -5.96 0.68 -4.18
C -6.71 0.90 -2.96
C -7.71 2.13 -3.07
F -7.57 2.91 -1.91
H -2.12 3.01 -3.39
H -0.94 1.21 -4.16
H -7.37 0.00 -2.84
H -6.09 0.96 -2.04
H -8.76 1.80 -3.22
H -7.33 2.74 -3.93
C -0.16 -1.56 -0.98
C 1.26 -1.80 -1.41
O 1.54 -2.21 -2.53
N 2.25 -1.55 -0.51
C 2.12 -1.07 0.85
H -0.83 -1.80 -1.80
H -0.41 -2.20 -0.13
H -0.29 -0.51 -0.72
H 3.17 -1.74 -0.86
H 2.67 -0.13 0.94
H 2.55 -1.80 1.53
H 1.08 -0.90 1.13
C 5.44 -2.03 4.86
C 4.43 -1.35 3.96
O 3.55 -1.96 3.39
N 4.55 0.00 3.79
C 5.52 0.90 4.38
H 5.22 -3.09 4.89
H 6.45 -1.89 4.46
H 5.37 -1.62 5.87
H 3.84 0.39 3.18
H 5.00 1.65 4.96
H 6.07 1.39 3.57
H 6.23 0.37 5.01
*
```

Output
**Orbital gap**: 0.337 Eh



Computed, not measured: a molecular structure, C8H20GaIN2O6P2S2, with ωB97M-V with the def2-TZVPD basis set.

```
! RIJCOSX wB97M-V def2-TZVPD def2/J DEFGRID3
* xyz 0 1
C 2.92 -0.17 2.46
O 2.56 -0.86 1.28
C 1.20 -1.31 1.29
Ga 0.25 -0.87 -0.46
C -1.68 -1.35 -0.34
C -2.53 -0.19 0.28
C -3.46 0.43 -0.77
C -3.70 1.95 -0.69
S -3.79 2.61 1.00
C -2.27 3.42 1.17
N -1.67 3.69 2.27
N -0.49 4.34 1.92
C -0.49 4.42 0.65
O -1.59 3.87 0.09
P 0.59 1.43 -0.91
O 2.25 1.58 -1.00
I -0.20 1.87 -3.21
P 1.41 -2.02 -2.20
O 1.79 -3.53 -1.63
O 2.87 -1.34 -2.42
S 0.46 -2.04 -3.89
H 2.92 -0.86 3.31
H 2.24 0.66 2.65
H 3.93 0.22 2.31
H 0.66 -0.84 2.12
H 1.19 -2.41 1.43
H -2.11 -1.63 -1.30
H -1.74 -2.19 0.35
H -1.90 0.55 0.77
H -3.17 -0.68 1.02
H -4.44 -0.04 -0.70
H -3.02 0.24 -1.75
H -2.97 2.51 -1.26
H -4.67 2.17 -1.12
H 0.29 4.85 0.06
H 2.45 2.52 -0.95
H 2.29 -4.03 -2.31
H 2.73 -0.45 -2.77
O 2.87 -4.32 0.85
H 2.09 -4.45 1.41
H 3.36 -3.52 1.11
H 2.59 -4.23 -0.11
*
```

Output
**Orbital gap**: 0.206 Eh



Computed, not measured: a molecular structure, C8H20InLi4O19P2, with ωB97M-V with the def2-TZVPD basis set.

```
! RIJCOSX wB97M-V def2-TZVPD def2/J DEFGRID3
* xyz -1 1
Li -0.31 1.71 -3.67
Li 0.84 1.51 -1.33
Li -2.25 1.46 -1.59
Li -0.71 -1.34 -3.36
In -0.77 1.54 1.91
C 3.91 3.39 3.34
C 5.09 3.68 2.68
C 5.12 3.58 1.17
O 6.20 3.83 0.47
C 4.11 3.03 0.46
C 2.77 2.72 1.03
C 2.68 2.89 2.65
O 1.64 2.60 3.26
O 1.87 2.19 0.42
O 6.11 3.90 3.47
H 3.93 3.43 4.42
H 4.14 2.98 -0.62
P -0.75 3.42 -1.97
O 0.67 3.00 -2.50
O -0.97 4.95 -1.73
O -0.83 2.64 -0.65
O -1.81 2.82 -2.95
P -0.76 -0.48 -1.00
O -2.03 0.06 -0.26
O -0.78 -1.96 -1.49
O 0.48 -0.09 -0.15
O -0.63 0.36 -2.33
O 1.42 -0.32 2.94
H 1.98 -0.60 2.22
H 2.03 -0.03 3.62
O 2.63 -1.18 0.51
H 1.82 -0.69 0.37
H 3.31 -0.51 0.49
O 1.51 -3.07 -1.49
H 0.67 -2.61 -1.57
H 1.97 -2.62 -0.79
O -3.16 -2.45 -2.20
H -3.72 -2.09 -1.51
H -2.27 -2.38 -1.86
O -3.93 0.47 -2.32
H -4.28 0.02 -1.55
H -4.46 0.15 -3.04
C -1.32 -4.98 0.43
O -0.63 -3.72 0.52
H -0.56 -5.66 0.03
H -1.72 -5.29 1.39
H -2.12 -4.81 -0.29
H -0.65 -3.26 -0.33
C -4.36 -2.30 1.01
O -4.31 -1.31 0.03
H -3.91 -1.96 1.94
H -5.43 -2.46 1.17
H -4.03 -3.25 0.60
H -3.43 -0.94 0.02
*
```

Output
**Orbital gap**: 0.084 Eh



Calculated total energy for every record listed, in sequence, given in Eh: -1183.30878 -446.03791 -446.07542 -446.06298 -994.76065 -616.96409 -946.91217 -1044.49005 -4755.88653 -906.85509 -2290.29691 -1717.15700 -4579.29624 -2649.87356.
F_max for every record listed, in sequence, given in eV/A: 6.36 2.05 1.90 4.82 4.32 4.46 4.64 4.33 5.76 3.68 17.03 5.22 1.92 6.58.